Entry 1:
Here is a cluster of 2 separate species, C19H25N7O5 in total at a distorted geometry from OMol25. Energies are from the ωB97M-V functional and the def2-TZVPD basis.

Each line ends with the natural charge from an NBO analysis.
Geometry (Å):
C 2.88853 -2.77022 1.62373  -0.432
N 1.70033 -2.20953 2.27163  -0.616
C 1.59564 -1.27631 3.22878  0.671
O 0.47557 -0.95588 3.60050  -0.614
C 2.82231 -0.63565 3.90200  -0.167
N 3.87398 -1.61838 4.24096  -0.610
C 4.77720 -1.44532 5.20365  0.691
C 5.72144 -2.59228 5.47033  -0.705
O 4.86790 -0.40608 5.84295  -0.651
C 3.36744 0.50611 3.01803  0.111
C 2.35616 1.62372 2.76580  -0.625
O 4.48770 1.12279 3.60602  -0.742
H 3.66931 -2.01885 1.50410  0.210
H 3.27122 -3.61053 2.20451  0.178
H 2.61705 -3.13621 0.63095  0.240
H 0.80558 -2.53566 1.93525  0.413
H 2.46228 -0.18414 4.82752  0.250
H 3.85767 -2.50572 3.76688  0.400
H 6.20898 -2.88787 4.54312  0.225
H 5.16096 -3.42820 5.88437  0.230
H 6.47432 -2.26795 6.18857  0.248
H 3.67596 0.09766 2.05676  0.145
H 1.50389 1.24710 2.20122  0.218
H 2.82996 2.41767 2.18743  0.224
H 2.00846 2.03242 3.71506  0.212
H 4.62759 0.72649 4.48409  0.494
O -3.34697 -2.23870 -3.84850  -0.626
C -4.13180 -1.32543 -4.08200  0.774
O -5.34593 -1.55518 -4.65183  -0.649
C -3.76141 0.08956 -3.75521  -0.026
N -4.68053 1.07286 -3.97653  -0.334
C -4.33007 2.34802 -3.71982  0.137
C -5.34121 3.46401 -3.86163  -0.272
C -6.62980 3.23073 -4.65305  -0.408
C -6.67906 3.33020 -3.13529  -0.404
C -3.03810 2.64907 -3.25155  0.070
N -2.12068 1.70045 -3.00886  -0.440
C -2.47132 0.42271 -3.22127  0.391
N -1.49803 -0.53695 -2.90553  -0.591
C -0.31352 -0.40107 -2.12437  0.082
C 0.01671 0.69584 -1.30881  0.047
N 1.15313 0.75208 -0.60926  -0.428
C 1.99432 -0.27647 -0.69292  0.220
N 1.75663 -1.38630 -1.39775  -0.450
C 0.62384 -1.43755 -2.10590  0.035
H -5.41293 -2.51237 -4.78272  0.501
H -4.90890 4.46866 -3.90991  0.227
H -7.02968 4.07108 -5.22941  0.219
H -6.79636 2.24562 -5.10203  0.237
H -6.86600 2.40872 -2.57279  0.225
H -7.11893 4.23412 -2.70245  0.219
H -2.78010 3.68490 -3.05394  0.203
H -1.75082 -1.48182 -3.21707  0.443
H -0.65232 1.53875 -1.19213  0.225
H 2.92510 -0.21634 -0.13681  0.180
H 0.42734 -2.32839 -2.69486  0.195

For the maximum force, the calculation gives 0.030 Eh/bohr. Its highest occupied orbital energy is -8.52 eV. The gap between HOMO and LUMO comes out at 7.8 eV. The spin multiplicity is 1. Its structure (SMILES) is CNC(=O)[C@@H](NC(C)=O)[C@@H](C)O.O=C(O)c1nc(C2CC2)cnc1Nc1cncnc1.

***

Entry 2:
Here is a structure of composition C14H38O6V at a distorted geometry from OMol25. Energies are from the ωB97M-V functional and the def2-TZVPD basis.

Each line ends with the natural charge from an NBO analysis.
Geometry (Å):
V -0.29771 -0.17740 -0.19358  1.335
C 0.67081 -4.04932 1.20296  -0.623
C 1.55649 -2.82652 0.91374  0.127
C 2.92566 -3.30764 0.43643  -0.618
O 0.94972 -1.98938 0.01176  -0.980
H 0.44470 -4.54443 0.25325  0.198
H -0.31016 -3.76674 1.59588  0.192
H 1.12097 -4.77035 1.89080  0.191
H 1.73536 -2.26037 1.85187  0.104
H 3.60519 -2.50470 0.15782  0.194
H 2.79462 -4.00736 -0.40011  0.194
H 3.40393 -3.95521 1.18316  0.192
C -0.98468 3.91306 0.89628  -0.621
C -1.82584 2.63429 0.78733  0.132
C -3.24896 3.03149 0.38627  -0.621
O -1.28844 1.75929 -0.12798  -0.976
H -1.04081 4.48128 -0.03452  0.197
H 0.04014 3.65638 1.15443  0.195
H -1.41333 4.57614 1.65736  0.191
H -1.86055 2.16103 1.78960  0.094
H -3.17509 3.58043 -0.55615  0.199
H -3.77421 3.66828 1.10718  0.191
H -3.91872 2.17801 0.24643  0.193
C 2.85204 0.57638 -3.33466  -0.631
C 2.64597 0.44269 -1.81919  -0.067
O 1.34476 0.88041 -1.43226  -0.732
H 2.95481 1.62241 -3.61643  0.202
H 1.97265 0.14302 -3.81540  0.212
H 3.72306 -0.01113 -3.62152  0.218
H 3.38898 1.08489 -1.33307  0.160
H 2.77278 -0.59130 -1.51113  0.218
H 1.27579 1.83572 -1.53999  0.494
C -3.07850 -2.25802 2.66677  -0.638
C -2.16626 -1.09104 2.28468  -0.058
O -1.97650 -1.08487 0.88023  -0.718
H -4.10563 -1.98435 2.41802  0.202
H -3.03561 -2.50707 3.72677  0.224
H -2.76721 -3.14539 2.11754  0.223
H -1.18824 -1.16208 2.76444  0.191
H -2.55511 -0.15243 2.69644  0.172
H -2.82494 -1.19706 0.44057  0.484
C 2.60968 2.20333 1.56642  -0.632
C 2.22552 0.73975 1.72470  -0.061
O 0.80308 0.54915 1.69366  -0.721
H 3.70228 2.22732 1.50531  0.215
H 2.24883 2.82846 2.37977  0.209
H 2.24689 2.59721 0.61713  0.210
H 2.64698 0.34277 2.65160  0.172
H 2.61821 0.12696 0.91673  0.205
H 0.44776 0.94234 2.49705  0.485
C -1.60342 0.45455 -4.03454  -0.628
C -2.02639 -0.33820 -2.80080  -0.062
O -0.92686 -0.92417 -2.11186  -0.743
H -0.77166 1.11786 -3.78142  0.218
H -2.42524 1.08308 -4.37105  0.222
H -1.24937 -0.23836 -4.79813  0.200
H -2.67656 -1.13730 -3.18635  0.162
H -2.60628 0.26194 -2.10158  0.208
H -0.60540 -1.71773 -2.54869  0.503

For the maximum force, the calculation gives 0.032 Eh/bohr. The calculation puts the energy above the lowest of the compared OMol25 structures with the same formula, charge and spin at 0.207 eV. Its expectation value of S² is 3.754. Its highest occupied orbital energy (alpha / beta) is -6.21 / -7.44 eV. The gap between HOMO and LUMO (alpha / beta) comes out at 6.7 / 7.9 eV. The spin multiplicity is 4.

***

Entry 3:
Here is the molecule C5H10N2O3S2 at a distorted geometry from OMol25. Energies are from the ωB97M-V functional and the def2-TZVPD basis.

Each line ends with the natural charge from an NBO analysis.
Geometry (Å):
N 0.71719 -0.28573 -1.74333  -0.839
C 0.10170 -0.01443 -0.47214  0.256
N 0.26254 1.41249 -0.23656  -0.855
C -1.39268 -0.34059 -0.56309  -0.548
C -2.05091 0.28240 -1.80484  0.799
O -2.90870 -0.29522 -2.41241  -0.587
O -1.63910 1.49615 -2.12364  -0.690
C 0.80504 -0.87386 0.64853  0.028
O 2.17932 -0.67554 0.50905  -0.727
C 0.36173 -0.40656 2.16354  -0.356
S -1.08626 -0.72676 2.80894  0.045
S 1.62515 0.52974 2.90022  0.119
H 1.72760 -0.30525 -1.67285  0.381
H 0.38426 -1.14366 -2.16318  0.377
H -0.09617 1.68226 0.67347  0.378
H 1.24149 1.66972 -0.29560  0.385
H -1.91877 0.04225 0.31281  0.249
H -1.55511 -1.41856 -0.60386  0.241
H -0.86676 1.76187 -1.56378  0.513
H 0.50769 -1.92416 0.54637  0.198
H 2.66352 -1.27700 1.08411  0.490
H 0.93723 0.81045 4.00824  0.143

For the maximum force, the calculation gives 0.046 Eh/bohr. The calculation puts the energy above the lowest of the compared OMol25 structures with the same formula, charge and spin at 0.000 eV. Its highest occupied orbital energy is -9.16 eV. The gap between HOMO and LUMO comes out at 8.4 eV. The spin multiplicity is 1. Its structure (SMILES) is NC(N)(CC(=O)O)[C@@H](O)C(=S)S.

***

Entry 4:
Here is a cluster of 2 separate species, C3H9NO3 in total at a distorted geometry from OMol25. Energies are from the ωB97M-V functional and the def2-TZVPD basis.

Each line ends with the natural charge from an NBO analysis.
Geometry (Å):
O 1.89228 -0.22132 0.78284  -0.615
C 0.92096 0.48125 0.54763  0.449
C -0.51935 0.32682 0.99028  -0.335
N -0.75920 -0.00159 -0.43021  -0.648
C -1.87860 0.73659 -1.00107  0.087
O -1.59945 1.24627 -2.32118  -0.700
H 0.96005 1.48448 0.07684  0.108
H -0.84052 1.21564 1.49720  0.235
H -0.67435 -0.55315 1.60983  0.207
H -0.51634 -0.95109 -0.69504  0.411
H -2.75225 0.08668 -0.89651  0.172
H -2.00072 1.68178 -0.38820  0.162
H -0.64463 1.14960 -2.15342  0.470
O 3.14121 -2.55124 0.84002  -0.936
H 2.50197 -2.11082 1.42562  0.469
H 2.76894 -2.01991 0.11536  0.464

For the maximum force, the calculation gives 0.076 Eh/bohr. The calculation puts the energy above the lowest of the compared OMol25 structures with the same formula, charge and spin at 3.587 eV. Its highest occupied orbital energy is -9.92 eV. The gap between HOMO and LUMO comes out at 10.5 eV. The spin multiplicity is 1. Its structure (SMILES) is O=CCNCO.O.

***

Entry 5:
Here is a structure of composition C30H29Cl5NO4PRe at a distorted geometry from OMol25. Energies are from the ωB97M-V functional and the def2-TZVPD basis.

Each line ends with the Mulliken spin population.
Geometry (Å):
Re 0.62601 -0.02132 0.13178  2.900
C -2.38525 -0.54679 -1.32272  -0.056
O -1.96473 -1.15445 -0.16598  0.049
C -2.70248 -1.07395 1.02602  -0.003
C -2.17484 0.13174 1.84642  0.017
O -0.72520 -0.02532 1.94985  0.026
C -0.07818 0.42741 3.15449  0.014
C 1.05609 -0.53507 3.35427  -0.011
O 1.65793 -0.76488 2.08063  0.051
C 3.08201 -1.03820 2.12651  0.004
H -3.46942 -0.69490 -1.31724  0.009
H -0.82529 0.14615 -1.45204  -0.001
H -2.33610 1.03962 -2.09972  0.015
H -2.52551 -2.00594 1.55817  -0.001
H -3.76836 -0.95416 0.81790  -0.002
H -2.62236 0.08776 2.83841  -0.001
H -2.38901 1.08950 1.37054  -0.003
H -0.75703 0.36722 4.00404  0.004
H 0.24942 1.45963 3.01557  -0.002
H 0.68624 -1.48730 3.73978  0.000
H 1.78053 -0.12408 4.05832  -0.002
H 3.58297 -0.30434 2.75564  0.000
H 3.45562 -0.96558 1.10780  -0.002
H 3.24924 -2.04040 2.51744  -0.001
Cl 2.60756 -0.79759 -6.96161  -0.001
C 2.35989 -0.84106 -5.27365  -0.003
C 1.06372 -0.87855 -4.75062  0.000
Cl -0.26656 -0.97256 -5.83180  0.001
C 0.83524 -0.83928 -3.38044  0.001
Cl -1.56516 0.14724 -2.40617  -0.019
C 1.95626 -0.86026 -2.51271  0.007
O 1.86638 -0.75001 -1.11723  0.057
C 3.24321 -0.90067 -3.02739  -0.007
Cl 4.57321 -0.90770 -1.93892  0.001
C 3.45287 -0.87024 -4.40608  0.002
Cl 5.04182 -0.84356 -5.02572  0.000
N 0.17552 1.75858 -0.43198  -0.081
P -0.71622 1.96209 -1.82130  -0.080
C 0.32998 2.46427 -3.19200  0.009
C 1.66587 2.83110 -3.03353  0.002
C 2.37154 3.28907 -4.13429  0.000
C 1.72605 3.45169 -5.35241  0.001
C 0.37418 3.15731 -5.49202  -0.002
C -0.33310 2.65390 -4.41598  -0.003
C -2.03101 3.21982 -1.64277  -0.011
C -3.37926 3.00686 -1.94497  0.004
C -4.25222 4.08297 -1.94730  -0.002
C -3.78693 5.35764 -1.65912  0.003
C -2.45182 5.57380 -1.35283  -0.001
C -1.56843 4.50956 -1.35160  0.000
C -2.50088 0.03606 -3.60581  0.042
C -0.56601 -0.96884 -2.79288  0.028
C -0.87246 -2.34545 -2.86635  0.019
C -2.14873 -2.67752 -3.49123  0.005
C -3.25518 -1.93592 -4.12783  -0.008
C -3.41312 -0.47883 -4.39666  0.010
H 2.12837 2.73629 -2.05867  0.000
H 3.41551 3.55266 -4.03169  0.000
H 2.27591 3.84134 -6.19888  0.000
H -0.12783 3.33820 -6.43254  0.000
H -1.39201 2.43123 -4.47761  0.000
H -3.75038 2.01596 -2.16964  0.002
H -5.29535 3.92821 -2.18659  0.000
H -4.47474 6.19242 -1.67597  0.000
H -2.10363 6.57177 -1.12418  0.000
H -0.51103 4.63473 -1.14870  -0.002
H -0.85709 0.71046 -3.20809  0.021
H -0.17812 -3.12195 -2.57983  0.000
H -2.32031 -3.74339 -3.59668  0.000
H -3.99878 -2.59711 -4.56352  0.000
H -4.12696 -0.02155 -5.06334  0.002

For the maximum force, the calculation gives 0.197 Eh/bohr. The calculation puts the energy above the lowest of the compared OMol25 structures with the same formula, charge and spin at 29.355 eV. Its expectation value of S² is 3.812. Its highest occupied orbital energy (alpha / beta) is -11.86 / -11.82 eV. Its total charge is +2. The gap between HOMO and LUMO (alpha / beta) comes out at 4.0 / 4.7 eV. The spin multiplicity is 4.

***

Entry 6:
Here is a structure of composition C35H33F5NOPtS2 from OMol25. Energies are from the ωB97M-V functional and the def2-TZVPD basis.

Each line ends with the Mulliken charge.
Geometry (Å):
Pt -0.56797 -0.60865 0.54525  0.749
C 6.36579 -0.57092 -0.59499  -1.756
C 5.15932 -1.31444 -1.18031  2.256
C 4.37731 -0.34740 -2.07002  -2.038
C 5.65211 -2.48152 -2.04872  -1.758
C 4.29938 -1.86582 -0.04383  0.268
C 4.86142 -2.77406 0.87018  -0.333
C 4.14147 -3.29409 1.92431  -1.414
C 2.81073 -2.91088 2.06794  0.792
S 1.67494 -3.34198 3.30950  -0.439
C 0.49414 -2.34087 2.54630  1.037
N 0.88018 -1.76468 1.42574  0.414
C 2.22464 -2.03912 1.14948  -1.139
C 2.97575 -1.49737 0.10713  0.732
C -0.83446 -2.05066 3.04227  0.680
C -1.36160 -2.60567 4.20852  -0.781
C -2.64067 -2.25856 4.59164  -0.915
C -3.36100 -1.37027 3.79256  -0.911
C -2.82323 -0.82380 2.63854  0.171
C -1.52100 -1.13607 2.21851  -0.120
H 6.98293 -0.16805 -1.40118  0.433
H 6.99052 -1.22855 0.01098  0.358
H 6.04102 0.25980 0.03326  0.382
H 5.02645 0.00901 -2.87244  0.457
H 4.03092 0.52372 -1.51131  0.351
H 3.50381 -0.82031 -2.52087  0.444
H 6.24227 -2.10267 -2.88626  0.444
H 4.80856 -3.04342 -2.45184  0.377
H 6.27889 -3.17017 -1.48093  0.359
H 5.89652 -3.07089 0.75692  0.393
H 4.60251 -3.97372 2.62878  0.370
H 2.47976 -0.81899 -0.56415  -0.383
H -0.77893 -3.29617 4.80823  0.376
H -3.07687 -2.66727 5.49369  0.348
H -4.36998 -1.09872 4.08282  0.481
H -3.42641 -0.14195 2.05509  -0.001
F 2.00620 5.00388 -3.12405  -0.348
C 1.63089 3.76145 -2.78692  0.657
C 1.66887 3.34745 -1.46812  0.355
F 2.09508 4.19267 -0.52071  -0.396
C 1.28352 2.06046 -1.13501  -0.595
F 1.39141 1.71682 0.15569  -0.606
C 0.83214 1.13613 -2.07809  1.360
S 0.35550 -0.49478 -1.68244  -0.656
C 0.81489 1.59193 -3.39679  -0.194
F 0.41129 0.77724 -4.38135  -0.389
C 1.20368 2.86816 -3.75624  0.244
F 1.16483 3.25247 -5.03946  -0.346
C -1.51042 2.60264 2.23865  -1.344
C -2.41618 3.17342 1.14773  0.569
C -1.59307 3.72568 -0.01731  -1.170
C -3.50107 2.22571 0.66975  1.259
C -4.82492 2.59481 0.84595  -1.038
C -5.86677 1.80651 0.37892  -1.264
C -5.55279 0.64353 -0.30138  -1.051
C -4.24226 0.21656 -0.50308  1.083
C -4.05070 -1.00766 -1.38333  0.572
C -3.40111 -2.22396 -0.72469  -1.265
C -3.34229 -0.62599 -2.68560  -1.295
C -3.18575 1.00620 0.01147  -1.034
O -1.90535 0.72346 -0.15961  0.087
H -0.87698 3.39400 2.64771  0.522
H -0.86461 1.81817 1.84626  -0.124
H -2.09479 2.17741 3.05672  0.320
H -2.94948 4.02274 1.59343  0.610
H -1.03323 2.92525 -0.49648  -0.173
H -0.88824 4.48249 0.33714  0.491
H -2.24049 4.18668 -0.76599  0.381
H -5.03845 3.52933 1.35485  0.375
H -6.89731 2.10600 0.51918  0.355
H -6.35248 0.03170 -0.70697  0.359
H -5.07111 -1.31968 -1.63768  0.441
H -2.35844 -2.04429 -0.46567  -0.053
H -3.42927 -3.06809 -1.41844  0.543
H -3.93097 -2.51209 0.18516  0.287
H -2.40464 -0.11484 -2.47235  0.068
H -3.97237 0.03030 -3.28833  0.325
H -3.10194 -1.51467 -3.27327  0.395

For the maximum force, the calculation gives 0.011 Eh/bohr. The calculation puts the energy above the lowest of the compared OMol25 structures with the same formula, charge and spin at 0.000 eV. Its highest occupied orbital energy is -4.65 eV. Its total charge is -1. The gap between HOMO and LUMO comes out at 6.8 eV. The spin multiplicity is 1.